# 1
{
  "formula": "C11H3F27NO27S9Zn3",
  "method": "ωB97M-V/def2-TZVPD",
  "symbols": ["S", "O", "C", "Zn", "O", "F", "F", "F", "C", "O", "F", "F", "O", "S", "S", "C", "F", "F", "O", "O", "O", "F", "O", "Zn", "F", "S", "O", "C", "O", "N", "O", "O", "O", "C", "O", "F", "O", "H", "C", "Zn", "F", "C", "C", "C", "O", "C", "O", "F", "O", "C", "F", "F", "F", "O", "F", "O", "O", "O", "O", "F", "S", "F", "F", "F", "O", "F", "S", "S", "O", "H", "H", "F", "F", "F", "F", "F", "O", "S", "S", "O", "F"],
  "xyz": [[-5.314, 1.961, 23.125], [-0.328, 1.596, 25.010], [-2.996, -7.310, 25.075], [-2.195, 1.429, 24.393], [-1.819, -0.419, 23.760], [-0.904, -3.563, 21.929], [1.832, 1.821, 28.188], [-6.845, -3.281, 22.515], [0.388, -1.144, 17.529], [-5.001, -3.133, 25.846], [-2.379, -8.269, 24.372], [-0.256, 1.209, 28.181], [-3.866, 1.687, 23.383], [-1.719, -5.994, 25.629], [2.791, 0.138, 22.327], [-0.438, -1.918, 18.421], [-3.918, -6.785, 24.260], [-5.993, -4.825, 23.813], [-2.837, 0.867, 26.132], [-3.387, -1.231, 27.246], [-0.014, -2.048, 24.222], [5.451, -0.248, 22.114], [-6.851, -1.615, 25.483], [1.769, -1.796, 25.069], [-4.445, 0.936, 29.585], [-5.805, -2.398, 24.856], [2.155, -5.676, 26.014], [-6.732, -3.709, 23.746], [-1.277, -2.912, 27.546], [1.083, -0.598, 16.809], [2.524, -3.585, 24.838], [2.440, -0.721, 23.486], [1.756, 0.132, 21.300], [0.653, 1.935, 27.575], [0.410, -4.561, 28.150], [-7.928, -3.926, 24.297], [1.205, -0.011, 25.875], [0.259, -2.484, 19.040], [4.319, -0.801, 21.642], [-3.150, -3.152, 26.622], [-6.899, 1.009, 21.149], [4.673, -5.029, 25.604], [-5.608, 1.120, 21.394], [-1.906, -2.844, 22.470], [2.070, 2.138, 25.203], [0.525, -2.236, 29.401], [-5.006, -1.492, 24.043], [-4.997, -0.047, 21.369], [2.961, -5.706, 23.725], [-3.352, 0.903, 28.839], [1.708, -2.609, 29.874], [5.555, -5.142, 24.592], [4.269, -2.101, 21.917], [-5.561, 3.367, 22.827], [-2.887, -3.693, 22.708], [-1.074, -5.417, 24.470], [-2.356, -2.443, 24.993], [-6.252, 1.436, 24.142], [3.364, 1.410, 22.754], [0.523, -0.914, 29.179], [0.134, -3.167, 27.796], [-5.062, 1.910, 20.494], [-2.345, -1.987, 21.547], [-2.996, 2.156, 28.628], [-2.518, -4.919, 26.303], [-3.545, -7.807, 26.170], [-3.708, 0.192, 27.124], [2.884, -4.983, 24.975], [1.029, -2.688, 26.727], [-1.082, -1.234, 18.967], [-0.851, -2.617, 17.691], [4.320, -0.734, 20.301], [-2.379, 0.216, 29.436], [4.892, -4.019, 26.412], [-0.427, -2.611, 30.244], [0.305, 3.255, 27.597], [-0.857, -6.682, 26.598], [0.922, 1.425, 25.753], [-1.447, -1.825, 24.056], [-5.105, 0.497, 26.884], [4.852, -6.169, 26.333]],
  "total_charge": -3,
  "e_tot_ha": -14125.67271,
  "spin_multiplicity": 1,
  "homo_ev": -3.32,
  "max_force_ev_per_a": 4.29,
  "homo_lumo_gap_ev": 8.6
}

***

# 2
{
  "formula": "C11H40N14O11",
  "method": "ωB97M-V/def2-TZVPD",
  "symbols": ["O", "H", "H", "C", "H", "N", "O", "C", "O", "H", "N", "N", "C", "O", "H", "N", "N", "H", "H", "H", "H", "N", "H", "C", "C", "H", "H", "H", "N", "H", "C", "O", "H", "O", "N", "H", "H", "H", "H", "C", "C", "H", "H", "H", "H", "H", "H", "N", "H", "H", "H", "H", "O", "N", "H", "H", "H", "H", "O", "H", "N", "N", "O", "O", "H", "H", "H", "H", "C", "N", "O", "C", "H", "C", "H", "N"],
  "xyz": [[-0.620, -4.878, -2.163], [0.788, 2.568, 2.804], [-0.877, -5.123, -1.271], [0.433, 3.121, -0.467], [5.250, 1.827, 2.662], [-0.718, -0.046, 1.305], [3.145, 0.224, 0.872], [0.063, -3.626, -1.925], [2.887, -0.425, -5.087], [-0.692, -3.006, -1.441], [-2.374, -0.933, -5.219], [-3.723, 2.516, 3.553], [-4.318, 1.928, 2.546], [-2.273, -2.841, 4.906], [4.636, 0.659, -2.322], [0.470, -0.109, -0.525], [4.857, 1.062, 2.132], [-0.874, 2.984, 3.242], [-1.251, -0.778, -3.313], [-0.255, 3.120, -2.213], [1.747, -1.505, -3.636], [0.705, 4.312, -0.800], [4.876, -0.114, -4.740], [-2.951, -1.303, -4.096], [-2.359, -2.977, 3.707], [-2.626, -1.230, 3.433], [1.120, 0.425, 5.403], [-1.424, -0.333, 1.968], [-0.247, 2.550, -1.379], [-1.444, -0.543, -5.274], [0.694, -3.085, -3.207], [-1.140, 1.442, 5.048], [1.722, 1.345, 3.958], [1.022, -1.645, -3.023], [1.043, 1.117, 4.670], [-3.896, 3.497, 3.723], [1.183, 4.795, -0.052], [-0.546, 1.586, -1.349], [-3.217, -3.993, 2.213], [-0.106, 1.690, 4.495], [3.838, 0.138, -2.852], [0.287, 4.745, -1.611], [0.074, 0.505, 1.606], [1.622, -3.617, -3.416], [2.970, -0.148, -6.003], [1.057, 0.556, -0.043], [-3.681, 0.638, 3.696], [-0.016, 2.479, 3.410], [3.804, 1.324, -4.618], [5.496, 0.291, 2.003], [0.711, -0.611, -1.367], [0.079, -3.178, -4.102], [2.664, 0.632, -2.120], [-2.466, -2.046, 2.859], [3.759, -0.904, -2.540], [2.019, 2.130, 1.705], [0.658, -3.583, -1.013], [-2.585, -1.251, -2.218], [0.701, 2.626, 0.522], [3.410, 2.772, 2.539], [-2.196, -1.085, -3.136], [2.953, 2.004, 2.067], [-5.097, 2.451, 1.791], [-1.484, -1.288, -0.367], [-4.545, -0.003, 2.226], [-3.169, 2.055, 4.260], [2.875, 0.678, -1.185], [-2.718, -4.828, 3.737], [3.905, 0.259, -4.413], [-2.740, -4.043, 3.102], [-4.046, -1.777, -4.066], [-0.608, -0.558, 0.101], [-2.969, -1.108, -6.016], [3.623, 1.034, 1.612], [-2.798, -2.275, 1.933], [-4.095, 0.713, 2.778]],
  "e_tot_ha": -2037.36876,
  "spin_multiplicity": 1,
  "homo_ev": -8.98,
  "max_force_ev_per_a": 11.01,
  "homo_lumo_gap_ev": 8.9,
  "smiles": "NC(N)=O.NC(N)=O.NC(N)=O.NC(N)=O.NC(N)=O.NC(N)=O.NC(N)=O.OCCO.OCCO"
}